(1)
The following is a DFT calculation (ωB97M-V/def2-TZVPD) of 2 unconnected molecules or ions with the total composition C3H9FSi.

Geometry as ORCA input:
```
! RIJCOSX wB97M-V def2-TZVPD def2/J DEFGRID3
* xyz 0 3
C -1.959 0.370 -0.362
C 0.756 -1.095 -1.537
C 1.717 1.387 2.278
F -1.436 -2.383 -0.369
Si -0.624 -0.971 -0.247
H -2.814 0.091 0.248
H -1.605 1.335 -0.018
H -2.302 0.481 -1.390
H 1.291 -0.158 -1.648
H 1.475 -1.860 -1.263
H 0.338 -1.365 -2.507
H 2.194 0.826 1.503
H 2.256 1.627 3.164
H 0.712 1.715 2.148
*
```

ΔE to the lowest compared entry with this formula, charge and spin: 0.0 kcal/mol
LUMO level (alpha / beta): 1.032 / -0.509 eV

(2)
The following is a DFT calculation (ωB97M-V/def2-TZVPD) of a molecular structure, C12H25Cl2GaN3 at a distorted geometry.

Geometry as ORCA input:
```
! RIJCOSX wB97M-V def2-TZVPD def2/J DEFGRID3
* xyz -1 1
Ga 0.817 0.694 0.904
Cl -0.285 2.406 0.064
Cl 2.129 1.104 2.597
C 1.539 -0.304 -0.662
H 1.642 -1.394 -0.753
H 2.183 0.275 -1.346
C -1.162 -1.446 -2.777
C 0.115 -1.845 -3.008
H -1.882 -2.115 -2.303
C 1.174 -0.940 -3.565
H 0.453 -2.839 -2.698
C 0.702 0.533 -3.638
H 2.071 -1.003 -2.943
H 1.462 -1.255 -4.584
C -0.747 0.622 -4.098
H 0.812 0.968 -2.639
H 1.346 1.092 -4.328
C -1.665 -0.060 -3.076
H -1.043 1.663 -4.259
H -0.840 0.100 -5.054
H -1.678 0.549 -2.155
H -2.698 -0.084 -3.451
C -3.035 -1.343 2.530
N -1.769 -1.741 3.126
C -1.829 -2.798 4.123
C -0.603 -1.357 2.548
N -0.638 -0.484 1.550
N 0.571 -1.863 3.050
C 0.895 -1.751 4.462
C 1.641 -2.321 2.180
H -3.828 -1.713 3.181
H -3.161 -1.772 1.523
H -3.097 -0.251 2.467
H -1.056 -3.556 3.936
H -1.688 -2.390 5.137
H -2.820 -3.262 4.065
H -1.589 -0.341 1.216
H 1.962 -1.507 4.542
H 0.316 -0.946 4.935
H 0.706 -2.696 4.991
H 1.410 -3.326 1.793
H 1.790 -1.647 1.323
H 2.558 -2.371 2.774
*
```

ΔE to the lowest compared entry with this formula, charge and spin: 4.2 kcal/mol
LUMO level: 2.392 eV

(3)
The following is a DFT calculation (ωB97M-V/def2-TZVPD) of 2 unconnected molecules or ions with the total composition C12H17N at a distorted geometry.

Geometry as ORCA input:
```
! RIJCOSX wB97M-V def2-TZVPD def2/J DEFGRID3
* xyz 0 1
C 1.712 2.488 -0.441
C 0.673 1.818 0.395
C 0.634 1.772 1.746
N -0.510 1.108 2.163
C -1.197 0.672 1.058
C -2.401 -0.024 0.971
C -2.887 -0.281 -0.294
C -2.192 0.153 -1.446
C -1.052 0.908 -1.334
C -0.451 1.067 -0.072
H 2.561 1.847 -0.677
H 2.060 3.397 0.038
H 1.335 2.822 -1.407
H 1.196 2.345 2.472
H -0.580 0.668 3.064
H -3.055 -0.223 1.816
H -3.828 -0.788 -0.453
H -2.693 -0.022 -2.387
H -0.510 1.222 -2.228
C 1.474 -2.547 0.461
C 2.207 -3.208 -0.694
C 2.054 -2.404 -2.002
H 0.569 -2.037 0.103
H 2.034 -1.725 0.900
H 1.096 -3.225 1.226
H 3.273 -3.270 -0.466
H 1.842 -4.230 -0.821
H 1.722 -1.383 -1.807
H 2.992 -2.305 -2.545
H 1.326 -2.860 -2.670
*
```

SMILES string: Cc1c[nH]c2ccccc12.CCC
ΔE to the lowest compared entry with this formula, charge and spin: 11.0 kcal/mol
LUMO level: 0.924 eV

| no. | total energy (eV) |
| --- | --- |
| 1 | -13850.48746 |
| 2 | -94741.84578 |
| 3 | -14209.86112 |